Entry 1:
Here is C22H50N6O26S5 as an isolated structure in a non-equilibrium geometry from OMol25. Energies are from ωB97M-V/def2-TZVPD.

Positions of all 109 atoms, in Å:
O (3.634, 3.441, -1.902)
C (4.034, 2.670, -1.047)
N (4.774, 1.574, -1.345)
C (3.681, 2.865, 0.406)
H (5.037, 1.402, -2.298)
H (4.924, 0.851, -0.660)
H (4.057, 2.053, 1.024)
H (2.621, 3.096, 0.452)
H (4.210, 3.736, 0.806)
O (-3.542, 1.757, -0.662)
C (-4.298, 2.160, -1.531)
N (-4.224, 3.435, -2.015)
C (-5.368, 1.276, -2.128)
H (-5.011, 3.816, -2.502)
H (-3.397, 3.966, -1.807)
H (-5.005, 0.851, -3.063)
H (-6.294, 1.841, -2.237)
H (-5.540, 0.448, -1.446)
O (-3.023, -1.122, -1.886)
C (-2.842, -1.651, -2.967)
N (-3.496, -2.757, -3.392)
C (-1.873, -1.055, -3.965)
H (-3.449, -2.935, -4.380)
H (-4.164, -3.255, -2.828)
H (-2.263, -0.129, -4.394)
H (-1.733, -1.678, -4.854)
H (-0.914, -0.863, -3.494)
O (-0.661, 4.010, -2.242)
C (-0.923, 4.562, -3.297)
N (-1.952, 5.450, -3.411)
C (-0.199, 4.205, -4.562)
H (-2.215, 5.875, -4.282)
H (-2.236, 5.955, -2.586)
H (-0.778, 4.422, -5.465)
H (-0.014, 3.133, -4.572)
H (0.730, 4.763, -4.664)
O (1.257, -3.199, 5.382)
C (1.449, -3.993, 4.472)
N (1.452, -3.637, 3.164)
C (1.539, -5.471, 4.749)
H (1.410, -2.678, 2.872)
H (1.823, -4.323, 2.524)
H (1.080, -5.629, 5.723)
H (2.530, -5.924, 4.738)
H (0.965, -6.074, 4.039)
O (3.072, -5.543, 1.211)
C (2.985, -4.947, 0.151)
N (2.423, -5.524, -0.955)
C (3.505, -3.538, -0.031)
H (2.178, -6.501, -0.934)
H (2.629, -5.105, -1.844)
H (3.201, -3.254, -1.050)
H (4.591, -3.556, -0.086)
H (3.094, -2.779, 0.621)
C (-0.513, 0.848, -1.326)
C (-0.032, 1.690, -0.168)
O (0.397, 0.698, 0.805)
S (1.110, -0.491, 0.058)
O (0.770, -1.723, 0.681)
O (2.452, -0.126, -0.196)
O (0.184, -0.424, -1.238)
H (-0.244, 1.257, -2.300)
H (-1.583, 0.657, -1.361)
H (-0.813, 2.286, 0.297)
H (0.813, 2.356, -0.341)
C (2.687, 1.008, 3.700)
C (2.560, -0.488, 3.941)
O (3.494, -1.065, 3.007)
S (4.772, -0.147, 2.837)
O (5.172, -0.136, 1.481)
O (5.735, -0.456, 3.820)
O (4.048, 1.203, 3.244)
H (2.553, 1.626, 4.583)
H (2.026, 1.375, 2.914)
H (1.575, -0.852, 3.688)
H (2.862, -0.753, 4.952)
C (-0.323, -4.290, -2.588)
C (-0.649, -3.698, -1.206)
O (-1.374, -4.728, -0.516)
S (-1.809, -5.921, -1.475)
O (-3.078, -5.627, -2.034)
O (-1.589, -7.145, -0.846)
O (-0.627, -5.680, -2.513)
H (0.673, -4.138, -2.995)
H (-0.963, -3.821, -3.346)
H (-1.324, -2.847, -1.303)
H (0.194, -3.380, -0.601)
C (-2.763, -0.702, 1.623)
C (-2.339, -2.102, 2.098)
O (-1.785, -1.928, 3.418)
S (-1.805, -0.408, 3.864)
O (-0.559, 0.205, 3.552)
O (-2.341, -0.307, 5.163)
O (-2.913, 0.059, 2.825)
H (-3.703, -0.703, 1.083)
H (-2.018, -0.274, 0.959)
H (-1.581, -2.555, 1.469)
H (-3.228, -2.725, 2.186)
C (-1.353, 5.719, 1.998)
C (-1.140, 5.355, 0.540)
O (-0.768, 6.595, -0.068)
S (0.267, 7.315, 0.920)
O (-0.008, 8.694, 0.920)
O (1.566, 6.820, 0.674)
O (-0.314, 6.685, 2.270)
H (-1.243, 4.861, 2.654)
H (-2.284, 6.266, 2.146)
H (-2.017, 4.897, 0.094)
H (-0.298, 4.672, 0.406)

The HOMO energy is -9.2010 eV. Its total charge is 0. The multiplicity is 1. For the frontier orbital gap, the calculation gives 8.928 eV. The value obtained for the strongest force on any atom is 1.99 eV/Å.

Mulliken population analysis, charges in e, atoms 1 to 8: -0.68, 0.52, -0.26, 0.33, 0.22, 0.15, -0.42, -0.24


Entry 2:
Here is a 4-piece molecular cluster, C22H50NO9 overall from OMol25. Energies are from ωB97M-V/def2-TZVPD.

Positions of all 82 atoms, in Å:
C (-5.759, -0.986, 1.286)
N (-5.381, -0.799, 2.619)
C (-4.906, -1.775, 3.315)
C (-5.059, -3.237, 2.980)
C (-4.279, -1.488, 4.661)
H (-6.166, -0.060, 0.867)
H (-4.926, -1.324, 0.656)
H (-5.768, -3.686, 3.696)
H (-5.451, -3.359, 1.973)
H (-4.135, -3.818, 3.078)
H (-3.621, -2.302, 4.976)
H (-5.031, -1.344, 5.454)
H (-3.706, -0.561, 4.624)
C (3.030, -4.308, 1.756)
O (2.045, -3.456, 1.234)
C (1.999, -3.484, -0.181)
C (0.687, -2.938, -0.697)
O (-0.388, -3.851, -0.646)
C (-1.042, -4.049, 0.605)
C (-1.963, -2.924, 1.008)
O (-1.221, -1.854, 1.565)
C (-1.960, -0.645, 1.550)
H (4.035, -4.027, 1.412)
H (2.993, -4.225, 2.841)
H (2.848, -5.352, 1.471)
H (2.127, -4.512, -0.546)
H (2.820, -2.873, -0.587)
H (0.831, -2.733, -1.761)
H (0.441, -1.998, -0.192)
H (-0.322, -4.255, 1.403)
H (-1.654, -4.939, 0.451)
H (-2.687, -3.288, 1.742)
H (-2.527, -2.585, 0.129)
H (-2.189, -0.360, 0.516)
H (-1.325, 0.122, 1.997)
H (-2.898, -0.711, 2.111)
C (0.964, 5.299, -3.126)
O (-0.351, 4.889, -2.853)
C (-0.931, 4.177, -3.929)
C (-2.117, 3.358, -3.470)
O (-1.763, 2.152, -2.823)
C (-1.353, 2.264, -1.469)
C (-2.461, 2.442, -0.464)
O (-2.953, 3.768, -0.409)
C (-4.200, 3.823, 0.253)
H (1.008, 5.970, -3.994)
H (1.328, 5.834, -2.250)
H (1.620, 4.441, -3.317)
H (-0.189, 3.504, -4.379)
H (-1.266, 4.887, -4.700)
H (-2.662, 3.053, -4.366)
H (-2.782, 3.965, -2.850)
H (-0.599, 3.047, -1.355)
H (-0.901, 1.303, -1.218)
H (-2.037, 2.153, 0.508)
H (-3.277, 1.748, -0.706)
H (-4.953, 3.220, -0.266)
H (-4.515, 4.865, 0.264)
H (-4.127, 3.456, 1.283)
C (7.139, 1.873, -1.408)
O (5.799, 1.459, -1.328)
C (5.498, 0.422, -2.242)
C (4.231, -0.302, -1.849)
O (4.403, -1.237, -0.799)
C (4.479, -0.716, 0.521)
C (3.144, -0.294, 1.086)
O (2.761, 0.976, 0.590)
C (1.373, 1.175, 0.746)
H (7.384, 2.264, -2.404)
H (7.279, 2.666, -0.675)
H (7.826, 1.049, -1.180)
H (6.327, -0.299, -2.281)
H (5.364, 0.847, -3.248)
H (3.919, -0.897, -2.711)
H (3.440, 0.416, -1.620)
H (5.196, 0.107, 0.586)
H (4.848, -1.546, 1.127)
H (3.214, -0.255, 2.183)
H (2.390, -1.045, 0.826)
H (0.808, 0.433, 0.170)
H (1.129, 2.172, 0.383)
H (1.076, 1.098, 1.798)

The HOMO energy is -1.1689 eV. Its total charge is -1. The multiplicity is 1. For the frontier orbital gap, the calculation gives 3.320 eV. The value obtained for the strongest force on any atom is 0.64 eV/Å.

Mulliken population analysis, charges in e, atoms 1 to 8: -0.74, -0.32, 0.63, -1.41, -1.24, 0.20, -0.05, 0.39


Entry 3:
Here is a 6-piece molecular cluster, C22H50O16P2 overall in a non-equilibrium geometry from OMol25. Energies are from ωB97M-V/def2-TZVPD.

Positions of all 90 atoms, in Å:
C (2.900, -0.595, -4.464)
O (1.581, -0.561, -5.014)
P (0.378, -0.403, -3.951)
O (0.295, -1.520, -3.000)
O (0.620, 1.020, -3.243)
C (0.353, 2.231, -3.968)
O (-0.883, -0.098, -4.880)
C (-1.476, -1.196, -5.560)
H (3.306, -1.582, -4.685)
H (2.928, -0.488, -3.374)
H (3.527, 0.226, -4.810)
H (-0.654, 2.520, -3.669)
H (0.330, 2.093, -5.048)
H (1.052, 3.027, -3.729)
H (-2.392, -0.870, -6.047)
H (-1.731, -1.995, -4.858)
H (-0.852, -1.663, -6.326)
C (8.269, 0.282, -2.203)
O (7.624, -0.352, -1.111)
P (6.106, 0.060, -0.835)
O (5.313, 0.350, -2.064)
O (6.241, 1.366, 0.081)
C (5.026, 2.033, 0.414)
O (5.560, -1.113, 0.101)
C (4.490, -1.941, -0.296)
H (9.250, 0.624, -1.875)
H (7.727, 1.046, -2.758)
H (8.483, -0.457, -2.986)
H (4.228, 1.710, -0.263)
H (5.110, 3.111, 0.340)
H (4.654, 1.697, 1.384)
H (3.676, -1.931, 0.434)
H (4.823, -2.981, -0.316)
H (4.017, -1.694, -1.247)
O (-2.972, 2.846, 1.762)
C (-2.705, 2.544, 0.631)
O (-2.138, 3.437, -0.202)
C (-1.653, 4.707, 0.175)
C (-0.617, 5.288, -0.772)
C (-2.944, 1.239, -0.041)
H (-1.113, 4.562, 1.123)
H (-2.467, 5.365, 0.484)
H (0.367, 4.869, -0.532)
H (-0.561, 6.354, -0.575)
H (-0.690, 4.947, -1.807)
H (-3.802, 0.782, 0.454)
H (-2.064, 0.600, -0.012)
H (-3.295, 1.426, -1.056)
O (2.104, 0.359, 1.676)
C (1.187, 0.391, 0.896)
O (0.445, -0.648, 0.549)
C (0.500, -1.882, 1.257)
C (-0.549, -2.829, 0.740)
C (0.822, 1.651, 0.170)
H (0.250, -1.592, 2.285)
H (1.482, -2.357, 1.308)
H (-1.521, -2.332, 0.770)
H (-0.572, -3.737, 1.339)
H (-0.385, -3.085, -0.309)
H (1.778, 2.137, -0.017)
H (0.140, 2.333, 0.675)
H (0.337, 1.470, -0.790)
O (-5.825, -0.863, 0.275)
C (-5.560, -1.494, -0.715)
O (-6.348, -1.633, -1.787)
C (-7.572, -0.865, -1.766)
C (-8.579, -1.640, -2.589)
C (-4.238, -2.188, -0.830)
H (-7.277, 0.102, -2.178)
H (-7.936, -0.759, -0.745)
H (-8.791, -2.605, -2.130)
H (-8.335, -1.651, -3.650)
H (-9.584, -1.199, -2.571)
H (-4.015, -2.683, 0.113)
H (-3.465, -1.531, -1.219)
H (-4.291, -3.072, -1.477)
O (-1.070, -1.616, 8.867)
C (0.010, -1.853, 8.378)
O (0.453, -1.341, 7.252)
C (-0.342, -0.308, 6.571)
C (0.045, -0.444, 5.108)
C (0.971, -2.787, 9.031)
H (-0.102, 0.613, 7.094)
H (-1.367, -0.645, 6.727)
H (1.109, -0.239, 5.010)
H (-0.409, 0.403, 4.580)
H (-0.385, -1.351, 4.697)
H (0.524, -3.257, 9.903)
H (1.885, -2.246, 9.274)
H (1.248, -3.649, 8.419)

The HOMO energy is -9.9606 eV. Its total charge is 0. The multiplicity is 1. For the frontier orbital gap, the calculation gives 10.420 eV. The value obtained for the strongest force on any atom is 2.29 eV/Å.

Mulliken population analysis, charges in e, atoms 1 to 8: -0.46, -0.46, 0.98, -0.65, 0.07, -0.80, -0.34, -0.76


Entry 4:
Here is C22H51AsN7SSi2V as an isolated structure in a non-equilibrium geometry from OMol25. Energies are from ωB97M-V/def2-TZVPD.

Positions of all 85 atoms, in Å:
V (-0.258, 0.427, -0.588)
N (1.784, 1.113, -0.633)
C (2.198, 1.706, -1.935)
C (2.212, 3.225, -1.889)
C (0.854, 3.920, -1.750)
C (0.136, 3.735, -0.413)
N (-0.779, 2.567, -0.411)
H (2.106, 1.691, 0.135)
H (2.267, 0.229, -0.508)
H (1.502, 1.369, -2.712)
H (3.184, 1.351, -2.225)
H (2.690, 3.577, -2.804)
H (2.859, 3.543, -1.062)
H (0.191, 3.596, -2.562)
H (1.012, 4.989, -1.899)
H (-0.428, 4.636, -0.176)
H (0.856, 3.596, 0.393)
H (-1.542, 2.775, -1.047)
H (-1.208, 2.498, 0.511)
C (-4.187, -1.682, 1.545)
N (-3.400, -1.502, 0.323)
C (-2.337, -2.480, 0.133)
C (-3.437, -0.363, -0.385)
N (-2.362, 0.113, -0.994)
N (-4.635, 0.297, -0.406)
C (-5.885, -0.428, -0.618)
C (-4.679, 1.706, -0.750)
H (-3.504, -1.856, 2.378)
H (-4.856, -2.542, 1.458)
H (-4.773, -0.794, 1.759)
H (-2.740, -3.466, 0.362)
H (-1.487, -2.279, 0.782)
H (-1.996, -2.471, -0.898)
H (-2.654, 0.847, -1.632)
H (-5.710, -1.499, -0.588)
H (-6.299, -0.173, -1.597)
H (-6.624, -0.171, 0.143)
H (-4.782, 1.873, -1.829)
H (-3.786, 2.211, -0.387)
H (-5.538, 2.163, -0.262)
C (1.169, 2.799, 3.544)
Si (-0.362, 1.752, 3.279)
C (-0.886, 1.133, 4.966)
C (-1.762, 2.906, 2.727)
As (-0.217, -0.107, 1.870)
Si (1.914, -0.823, 2.527)
C (2.270, -2.466, 1.678)
C (3.403, 0.278, 2.169)
C (1.919, -1.135, 4.372)
H (0.924, 3.625, 4.223)
H (1.585, 3.232, 2.627)
H (1.956, 2.201, 4.017)
H (-0.971, 1.955, 5.687)
H (-0.176, 0.400, 5.360)
H (-1.859, 0.638, 4.887)
H (-2.263, 3.284, 3.626)
H (-2.526, 2.373, 2.145)
H (-1.423, 3.781, 2.158)
H (2.700, -2.339, 0.679)
H (1.357, -3.061, 1.577)
H (2.984, -3.040, 2.281)
H (3.870, 0.035, 1.208)
H (4.154, 0.098, 2.947)
H (3.177, 1.348, 2.185)
H (1.001, -1.643, 4.679)
H (1.995, -0.200, 4.941)
H (2.774, -1.763, 4.648)
N (-0.928, -1.296, -3.467)
C (0.214, -1.854, -2.996)
S (0.676, -1.625, -1.386)
N (0.905, -2.560, -3.894)
C (2.222, -3.115, -3.756)
C (2.571, -3.917, -2.681)
C (3.865, -4.414, -2.597)
C (4.795, -4.135, -3.590)
C (4.426, -3.359, -4.679)
C (3.141, -2.842, -4.759)
H (-1.556, -0.938, -2.755)
H (-1.363, -1.688, -4.289)
H (0.592, -2.461, -4.848)
H (1.841, -4.168, -1.922)
H (4.138, -5.032, -1.752)
H (5.803, -4.527, -3.519)
H (5.135, -3.151, -5.470)
H (2.853, -2.225, -5.606)

The HOMO energy (alpha / beta) is -8.8726 / -9.1022 eV. Its total charge is +1. The multiplicity is 4. For the frontier orbital gap (alpha / beta), the calculation gives 6.536 / 6.768 eV. The value obtained for the strongest force on any atom is 1.07 eV/Å.

Mulliken population analysis, charges in e, atoms 1 to 8: 0.05, -0.01, -0.47, -0.82, -0.83, -0.44, 0.10, -0.08


Entry 5:
Here is a 5-piece molecular cluster, C22H51FN4O9PS overall in a non-equilibrium geometry from OMol25. Energies are from ωB97M-V/def2-TZVPD.

Positions of all 89 atoms, in Å:
C (-1.288, 5.406, -1.446)
C (-2.345, 5.321, -2.557)
O (-3.626, 4.928, -2.118)
C (-3.606, 3.610, -1.570)
C (-5.009, 3.040, -1.538)
C (-5.055, 1.533, -1.760)
C (-4.313, 0.695, -0.709)
C (-3.858, -0.682, -1.251)
P (-2.103, -1.259, -0.751)
C (-0.303, -1.789, -0.360)
C (0.353, -2.597, -1.445)
O (0.137, -4.030, -1.243)
C (0.744, -4.758, -2.183)
O (0.305, -5.794, -2.643)
S (-1.134, 0.572, -1.859)
O (-1.037, 1.758, -1.039)
O (0.141, 0.224, -2.460)
F (-2.066, 0.926, -3.171)
H (-0.440, 4.758, -1.646)
H (-0.915, 6.425, -1.369)
H (-1.691, 5.145, -0.475)
H (-2.454, 6.314, -2.987)
H (-2.019, 4.641, -3.347)
H (-2.944, 3.001, -2.184)
H (-3.188, 3.607, -0.563)
H (-5.544, 3.510, -2.369)
H (-5.544, 3.355, -0.652)
H (-6.106, 1.244, -1.753)
H (-4.705, 1.317, -2.768)
H (-3.499, 1.241, -0.234)
H (-5.043, 0.494, 0.074)
H (-3.987, -0.739, -2.330)
H (-4.532, -1.430, -0.836)
H (-2.045, -2.049, -1.983)
H (-2.624, -2.375, 0.018)
H (-2.134, -0.423, 0.436)
H (-0.368, -2.430, 0.518)
H (0.363, -0.965, -0.112)
H (1.428, -2.405, -1.480)
H (-0.023, -2.328, -2.431)
H (1.734, -4.379, -2.489)
C (-8.666, 3.018, -0.420)
O (-7.585, 2.671, 0.000)
N (-9.229, 4.220, -0.171)
C (-10.523, 4.591, -0.702)
C (-8.498, 5.165, 0.656)
H (-9.289, 2.370, -1.062)
H (-10.432, 5.476, -1.336)
H (-11.217, 4.811, 0.113)
H (-10.928, 3.775, -1.296)
H (-7.535, 5.395, 0.200)
H (-8.312, 4.735, 1.641)
H (-9.077, 6.079, 0.762)
C (3.082, -1.146, 2.035)
O (2.471, -0.156, 1.688)
N (3.927, -1.836, 1.250)
C (4.628, -3.024, 1.702)
C (4.132, -1.366, -0.110)
H (2.982, -1.577, 3.049)
H (5.706, -2.876, 1.635)
H (4.353, -3.877, 1.081)
H (4.367, -3.244, 2.735)
H (4.526, -0.349, -0.101)
H (3.185, -1.353, -0.650)
H (4.834, -2.023, -0.618)
C (7.352, -6.089, 0.809)
O (6.864, -5.177, 1.446)
N (6.775, -6.665, -0.261)
C (7.401, -7.751, -0.986)
C (5.477, -6.174, -0.698)
H (8.332, -6.528, 1.063)
H (7.566, -7.464, -2.027)
H (6.764, -8.637, -0.962)
H (8.360, -7.995, -0.534)
H (5.544, -5.116, -0.955)
H (4.746, -6.283, 0.103)
H (5.147, -6.737, -1.567)
C (6.876, 0.292, 4.206)
O (8.027, 0.127, 4.567)
N (6.160, 1.407, 4.429)
C (4.787, 1.552, 3.975)
C (6.788, 2.500, 5.148)
H (6.315, -0.480, 3.653)
H (4.708, 2.398, 3.292)
H (4.129, 1.720, 4.830)
H (4.463, 0.656, 3.455)
H (7.674, 2.841, 4.612)
H (7.100, 2.167, 6.139)
H (6.083, 3.322, 5.245)

The HOMO energy is -4.7121 eV. Its total charge is -1. The multiplicity is 1. For the frontier orbital gap, the calculation gives 6.645 eV. The value obtained for the strongest force on any atom is 2.94 eV/Å.

Mulliken population analysis, charges in e, atoms 1 to 8: -0.96, -0.22, -0.48, -0.02, -0.70, -0.86, -0.54, -1.38